Entry 1:
ORCA calculation (the ωB97M-V functional and the def2-TZVPD basis) on C36H98AlB2N6O12 as an isolated structure in a non-equilibrium geometry.

Properties
Maximum force = 4.88 eV/Å
E = -2953.0838 hartree
Kohn-Sham gap = 0.127 Ha
HOMO level = -10.3 eV
Total charge = +1
ΔE to the lowest compared entry with this formula, charge and spin = 0.4629 eV

CARTESIAN COORDINATES (ANGSTROEM)
Al: 0.10 -0.89 -0.37
B: 0.63 -1.37 -3.32
H: -0.38 -1.08 -3.07
H: 1.35 -0.58 -3.19
H: 0.93 -2.12 -2.59
H: 0.74 -1.76 -4.32
B: -1.74 0.35 1.64
H: -0.82 0.90 1.71
H: -2.12 0.40 0.63
H: -1.58 -0.68 1.92
H: -2.46 0.77 2.33
C: -0.80 2.18 8.71
O: -1.92 1.75 7.86
C: -1.54 0.66 6.97
C: -2.11 0.86 5.59
N: -1.81 -0.28 4.75
C: -2.66 -1.42 5.13
C: -2.47 -2.63 4.23
O: -1.16 -3.17 4.15
C: -0.74 -3.71 5.35
H: -1.17 2.88 9.46
H: 0.01 2.52 8.06
H: -0.45 1.35 9.32
H: -1.81 -0.27 7.47
H: -0.46 0.63 6.80
H: -1.69 1.77 5.16
H: -3.19 1.05 5.63
H: -1.85 0.01 3.78
H: -3.69 -1.05 5.14
H: -2.52 -1.74 6.17
H: -2.71 -2.31 3.21
H: -3.21 -3.40 4.47
H: 0.19 -4.26 5.19
H: -1.51 -4.38 5.73
H: -0.47 -2.98 6.11
C: 3.27 2.71 -4.43
O: 2.20 2.79 -5.44
C: 1.67 1.54 -5.91
C: 2.69 0.45 -6.35
N: 3.13 -0.33 -5.16
C: 4.02 -1.45 -5.44
C: 5.48 -0.92 -5.69
O: 6.44 -1.84 -6.09
C: 6.41 -2.15 -7.51
H: 2.98 2.08 -3.59
H: 3.42 3.73 -4.10
H: 4.23 2.31 -4.78
H: 1.09 1.76 -6.81
H: 0.95 1.21 -5.17
H: 3.56 0.92 -6.80
H: 2.19 -0.15 -7.12
H: 2.32 -0.68 -4.67
H: 3.79 -2.07 -6.31
H: 4.16 -2.16 -4.63
H: 5.80 -0.50 -4.74
H: 5.39 -0.16 -6.47
H: 5.50 -2.73 -7.66
H: 7.26 -2.81 -7.72
H: 6.48 -1.20 -8.03
C: -4.17 6.92 -2.96
O: -3.34 5.82 -3.19
C: -3.84 4.49 -3.00
C: -4.11 4.01 -1.53
N: -2.88 3.87 -0.77
C: -3.17 3.33 0.52
C: -2.10 3.64 1.53
O: -1.78 5.04 1.56
C: -2.75 5.79 2.33
H: -4.26 7.15 -1.90
H: -5.14 6.75 -3.43
H: -3.78 7.83 -3.41
H: -3.23 3.78 -3.56
H: -4.74 4.35 -3.61
H: -4.78 3.15 -1.49
H: -4.76 4.77 -1.10
H: -2.51 4.80 -0.65
H: -3.37 2.27 0.41
H: -4.10 3.79 0.85
H: -1.21 3.05 1.33
H: -2.36 3.27 2.52
H: -2.86 5.37 3.33
H: -3.72 5.75 1.83
H: -2.54 6.85 2.46
C: 1.81 2.69 0.50
O: 1.19 1.97 -0.53
C: 0.78 2.87 -1.54
C: -0.09 2.24 -2.57
N: -1.18 1.56 -1.83
C: -2.14 1.14 -2.92
C: -3.36 0.43 -2.30
O: -2.98 -0.78 -1.63
C: -4.14 -1.63 -1.49
H: 2.07 2.01 1.32
H: 1.12 3.40 0.94
H: 2.74 3.18 0.19
H: 1.68 3.35 -1.93
H: 0.23 3.69 -1.09
H: 0.55 1.59 -3.17
H: -0.46 3.00 -3.25
H: -1.65 2.29 -1.32
H: -1.70 0.42 -3.61
H: -2.51 1.94 -3.57
H: -4.03 0.24 -3.14
H: -3.95 1.04 -1.62
H: -5.04 -1.08 -1.21
H: -3.97 -2.47 -0.83
H: -4.34 -2.07 -2.47
C: 2.67 -3.57 -1.45
O: 1.80 -3.22 -0.38
C: 1.34 -4.46 0.21
C: 0.42 -4.29 1.46
N: -0.64 -3.30 1.48
C: -1.92 -3.90 1.00
C: -2.01 -4.38 -0.44
O: -1.53 -3.35 -1.32
C: -1.78 -3.61 -2.69
H: 2.99 -2.66 -1.94
H: 2.27 -4.20 -2.25
H: 3.63 -4.06 -1.24
H: 2.18 -5.05 0.57
H: 0.82 -5.06 -0.54
H: 1.06 -3.94 2.27
H: 0.07 -5.26 1.81
H: -0.70 -3.15 2.48
H: -2.82 -3.30 1.13
H: -2.05 -4.78 1.63
H: -3.02 -4.70 -0.70
H: -1.50 -5.34 -0.51
H: -1.87 -2.67 -3.22
H: -2.77 -4.02 -2.92
H: -0.99 -4.11 -3.25
C: 2.77 -2.70 6.19
O: 2.05 -2.61 5.00
C: 1.68 -1.28 4.85
C: 1.11 -1.02 3.46
N: 1.82 -1.50 2.28
C: 3.15 -0.88 2.23
C: 3.73 -1.04 0.81
O: 2.95 -0.39 -0.21
C: 3.74 0.03 -1.30
H: 2.19 -2.36 7.05
H: 3.75 -2.22 6.18
H: 3.01 -3.75 6.34
H: 2.49 -0.55 4.93
H: 0.90 -1.01 5.56
H: 0.86 0.04 3.38
H: 0.15 -1.54 3.48
H: 2.00 -2.44 2.58
H: 3.82 -1.44 2.88
H: 3.17 0.18 2.51
H: 3.96 -2.07 0.54
H: 4.72 -0.60 0.76
H: 4.33 -0.82 -1.64
H: 4.41 0.86 -1.05
H: 3.13 0.30 -2.16

---

Entry 2:
ORCA calculation (the ωB97M-V functional and the def2-TZVPD basis) on a 9-piece molecular cluster, C36H98N8O10 overall in a non-equilibrium geometry.

Properties
Maximum force = 4.48 eV/Å
E = -2620.4244 hartree
Kohn-Sham gap = 0.321 Ha
HOMO level = -8.2 eV
ΔE to the lowest compared entry with this formula, charge and spin = 6.7019 eV

CARTESIAN COORDINATES (ANGSTROEM)
C: -5.89 1.23 2.61
C: -4.54 0.54 3.02
O: -4.65 -0.79 2.74
H: -6.07 2.24 2.99
H: -6.75 0.68 2.99
H: -5.95 1.39 1.53
H: -4.39 0.64 4.10
H: -3.69 1.17 2.75
H: -3.88 -0.98 2.21
C: 1.21 0.92 -2.60
O: -0.01 0.57 -3.08
C: -1.06 0.39 -2.03
C: -1.18 1.46 -0.94
N: -0.09 1.37 0.03
C: 0.15 0.11 0.70
C: -1.03 -0.37 1.62
O: -1.99 -1.05 0.84
C: -1.94 -2.45 0.78
H: 1.93 0.83 -3.41
H: 1.43 0.13 -1.89
H: 1.32 1.87 -2.07
H: -0.82 -0.56 -1.56
H: -2.05 0.29 -2.49
H: -2.18 1.48 -0.50
H: -1.33 2.48 -1.29
H: 0.32 2.18 0.46
H: 0.93 0.29 1.44
H: 0.57 -0.73 0.15
H: -1.37 0.48 2.22
H: -0.65 -1.05 2.39
H: -2.03 -2.98 1.73
H: -1.03 -2.78 0.27
H: -2.80 -2.82 0.21
C: -0.17 -3.66 -2.44
C: 0.84 -2.63 -2.78
C: 2.33 -3.05 -3.00
O: 3.20 -1.89 -3.46
C: 4.47 -2.30 -3.90
N: 0.31 -2.06 -3.97
H: -1.02 -3.11 -2.03
H: 0.23 -4.23 -1.61
H: -0.27 -4.27 -3.34
H: 0.87 -1.85 -2.02
H: 2.33 -3.79 -3.80
H: 2.84 -3.45 -2.12
H: 4.88 -3.08 -3.26
H: 5.25 -1.54 -3.89
H: 4.43 -2.72 -4.91
H: 0.97 -1.30 -4.10
H: -0.47 -1.48 -3.68
C: -1.94 -4.42 5.12
C: -2.98 -3.25 4.80
C: -3.78 -2.91 6.03
O: -4.65 -1.80 5.86
C: -5.82 -2.17 5.09
N: -2.32 -2.13 4.28
H: -2.52 -5.32 5.34
H: -1.24 -4.13 5.91
H: -1.31 -4.72 4.29
H: -3.68 -3.46 3.99
H: -3.33 -2.66 6.99
H: -4.33 -3.85 6.14
H: -6.65 -2.64 5.63
H: -5.60 -2.77 4.21
H: -6.25 -1.20 4.83
H: -3.12 -1.57 4.03
H: -1.97 -1.67 5.11
C: 3.36 3.95 3.70
C: 2.81 3.55 2.31
C: 3.26 2.12 1.85
O: 4.60 1.92 1.57
C: 5.02 2.47 0.35
N: 1.37 3.43 2.60
H: 4.45 3.95 3.65
H: 3.04 3.29 4.51
H: 2.93 4.93 3.92
H: 2.89 4.37 1.59
H: 2.67 1.80 1.00
H: 3.12 1.32 2.58
H: 4.42 2.15 -0.50
H: 6.06 2.25 0.09
H: 4.93 3.56 0.34
H: 1.34 2.64 3.23
H: 1.31 4.18 3.27
C: -0.73 5.29 -0.24
C: -1.86 5.11 0.80
C: -3.27 5.42 0.32
O: -3.53 4.52 -0.74
C: -4.68 3.71 -0.85
N: -1.89 3.75 1.27
H: -0.80 6.26 -0.73
H: -1.00 4.67 -1.10
H: 0.33 5.29 0.00
H: -1.66 5.87 1.56
H: -3.37 6.47 0.03
H: -3.92 5.35 1.19
H: -4.63 3.22 -1.82
H: -5.65 4.19 -0.95
H: -4.60 3.06 0.02
H: -1.22 3.14 0.83
H: -2.81 3.42 1.02
C: 4.21 2.44 -6.08
C: 5.81 2.64 -5.86
C: 6.65 1.37 -5.60
O: 7.90 1.63 -5.07
C: 8.86 0.63 -4.94
N: 6.18 3.38 -7.09
H: 3.75 2.16 -5.14
H: 4.08 1.77 -6.93
H: 3.69 3.37 -6.32
H: 5.88 3.34 -5.02
H: 6.61 0.67 -6.44
H: 6.10 0.89 -4.79
H: 9.81 1.04 -4.59
H: 9.21 0.17 -5.86
H: 8.45 -0.03 -4.17
H: 5.66 4.23 -7.29
H: 7.08 3.84 -7.12
C: -3.41 -2.11 -5.82
C: -3.87 -3.22 -4.85
C: -3.87 -2.73 -3.32
O: -4.94 -1.86 -3.12
C: -5.41 -1.95 -1.69
N: -5.13 -3.81 -5.18
H: -4.15 -1.31 -5.82
H: -3.38 -2.52 -6.83
H: -2.39 -1.76 -5.65
H: -3.09 -3.99 -4.84
H: -2.92 -2.24 -3.13
H: -3.95 -3.64 -2.72
H: -6.16 -1.27 -1.27
H: -4.61 -1.92 -0.96
H: -5.81 -2.94 -1.52
H: -5.67 -4.11 -4.39
H: -5.64 -2.96 -5.38
C: 1.47 -2.84 4.15
C: 2.87 -2.28 3.70
C: 3.35 -0.97 4.50
O: 2.29 -0.02 4.71
C: 1.62 -0.02 5.97
N: 3.80 -3.37 3.95
H: 1.24 -3.67 3.48
H: 0.60 -2.24 3.90
H: 1.39 -3.22 5.17
H: 2.71 -2.04 2.65
H: 4.00 -0.58 3.71
H: 4.03 -1.15 5.33
H: 1.02 0.88 6.05
H: 2.25 -0.05 6.86
H: 0.96 -0.89 6.07
H: 3.83 -3.43 4.96
H: 4.73 -3.06 3.71